Entry 1:
This record from the OMol25 dataset describes 5 unconnected molecules or ions with the total composition C5H15N5O10. The level of theory is ωB97M-V/def2-TZVPD.

```
35
C5H15N5O10 ωB97M-V/def2-TZVPD
C -0.07259 -4.67985 -1.39174
N -1.52437 -4.35100 -1.63710
O -1.77227 -3.80120 -2.63562
O -2.33569 -4.62047 -0.73128
H 0.03867 -5.14704 -0.41324
H 0.53291 -3.78170 -1.51345
H 0.22119 -5.35810 -2.19284
C -0.12377 -0.51947 -3.40321
N 1.31270 -0.55268 -2.81952
O 1.64514 -1.64605 -2.24918
O 2.03114 0.42344 -2.87660
H -0.17427 0.39295 -3.99737
H -0.73621 -0.47038 -2.50287
H -0.22165 -1.39917 -4.03933
C 0.60764 2.29549 4.59835
N 1.39858 2.53461 3.37125
O 2.37350 3.24834 3.56501
O 0.91290 2.28866 2.27642
H 1.25874 2.30617 5.47246
H 0.10655 1.32846 4.55531
H -0.09307 3.10237 4.81296
C -0.94585 4.30328 -0.23751
N -0.54908 2.97537 -0.78951
O 0.41639 2.88548 -1.55612
O -1.08580 1.95893 -0.36390
H -1.63852 4.05708 0.56727
H -1.44869 4.82441 -1.05217
H -0.04230 4.83094 0.06790
C -0.41618 -1.10671 0.49530
N 0.49233 -0.94247 1.67853
O 1.67826 -0.81664 1.43507
O 0.00454 -1.05386 2.76882
H 0.20045 -1.05316 -0.40192
H -1.21524 -0.36947 0.41719
H -0.83610 -2.08654 0.72264
```

Values from the calculation:
E_tot in eV: -33328.0159
Energy relative to the best compared isomer or geometry (same formula, charge and spin) in kJ/mol: 77.3
Charge: +1
Frontier orbital gap (alpha / beta) in eV: 8.4 / 2.9
Multiplicity: 2
E_LUMO (alpha / beta) in eV: -5.29 / -10.71

Löwdin population analysis, charges in e, atoms 1 to 2: number 1, C, carries 0.052; number 2, N, carries -0.459

***

Entry 2:
This record from the OMol25 dataset describes 2 unconnected molecules or ions with the total composition C5H15NO. The level of theory is ωB97M-V/def2-TZVPD.

```
22
C5H15NO ωB97M-V/def2-TZVPD
C 1.85817 1.19767 -0.76205
C 1.84014 0.17404 0.40785
N 0.52237 -0.11504 1.01646
C -0.11897 -1.20390 0.25057
C -1.59158 -1.50943 0.61917
C -0.24909 1.07820 1.25968
H 1.24930 2.05233 -0.46069
H 2.89516 1.41420 -0.99961
H 1.36460 0.74426 -1.62617
H 2.54126 0.39996 1.18970
H 2.13660 -0.76414 -0.05817
H 0.53187 -2.03055 0.47623
H -0.04068 -1.11584 -0.84575
H -1.68293 -2.38162 1.25571
H -2.18757 -1.58842 -0.28581
H -1.92214 -0.62285 1.15563
H -0.59403 1.59384 0.35742
H 0.29095 1.72337 1.95600
H -1.13256 0.89007 1.87749
H -2.52753 0.51367 -2.41069
H -1.44834 -0.45695 -1.79202
O -1.73498 0.00713 -2.58095
```

Values from the calculation:
E_tot in eV: -8964.8237
Energy relative to the best compared isomer or geometry (same formula, charge and spin) in kJ/mol: 148.1
Structure (SMILES): CCN(C)CC.O
Charge: 0
Frontier orbital gap in eV: 9.3
Multiplicity: 1
E_LUMO in eV: 0.89

Löwdin population analysis, charges in e, atoms 1 to 2: number 1, C, carries -0.075; number 2, C, carries -0.241

***

Entry 3:
This record from the OMol25 dataset describes 2 unconnected molecules or ions with the total composition C5H15NO. The level of theory is ωB97M-V/def2-TZVPD.

```
22
C5H15NO ωB97M-V/def2-TZVPD
C 0.76925 -1.43241 -1.39578
N 0.69132 -0.02556 -0.94964
C -0.57628 0.47637 -0.38861
C 1.89124 -0.26500 1.20526
C 1.89593 0.38270 -0.17906
C 2.12855 1.85148 0.02233
H 1.27966 -1.79899 -2.25731
H -0.27441 -1.64764 -1.69657
H 1.18318 -2.08291 -0.67846
H -1.41445 0.42131 -1.12740
H -0.78564 -0.09369 0.50299
H -0.43726 1.56744 -0.16054
H 2.75927 0.19805 1.72775
H 0.86231 -0.11791 1.75103
H 2.01902 -1.30627 1.29921
H 2.67766 0.13424 -0.92452
H 3.14774 2.04139 0.39558
H 1.47008 2.34932 0.78360
H 1.95730 2.51184 -0.90819
H -7.42355 -0.78786 0.34121
H -6.48726 -1.44194 1.34641
O -7.33369 -0.93397 1.29073
```

Values from the calculation:
E_tot in eV: -8964.2107
Energy relative to the best compared isomer or geometry (same formula, charge and spin) in kJ/mol: 207.2
Structure (SMILES): CC(C)N(C)C.O
Charge: 0
Frontier orbital gap in eV: 8.8
Multiplicity: 1
E_LUMO in eV: 0.76

Löwdin population analysis, charges in e, atoms 1 to 2: number 1, C, carries -0.089; number 2, N, carries -0.249

***

Entry 4:
This record from the OMol25 dataset describes 2 unconnected molecules or ions with the total composition C5H15NO. The level of theory is ωB97M-V/def2-TZVPD.

```
22
C5H15NO ωB97M-V/def2-TZVPD
C -2.20328 0.28179 -0.89077
N -2.43485 -0.35907 0.44127
C 0.88834 -0.47403 0.01907
C -0.14543 -1.40904 0.59548
C -1.33509 -0.76631 1.34262
C -0.95586 0.37492 2.26768
H -1.47509 1.07528 -0.81963
H -3.19694 0.58963 -1.19573
H -1.92836 -0.54599 -1.53729
H -3.01158 0.25965 0.97989
H 0.63179 0.35391 -0.63057
H 1.58345 -1.02202 -0.62243
H 1.45054 -0.08939 0.87401
H -0.66309 -2.04099 -0.14502
H 0.32476 -2.19725 1.18220
H -1.78861 -1.58309 1.91818
H -1.82117 0.46787 2.94983
H -0.18040 0.19239 3.02030
H -0.83165 1.37034 1.84941
H 4.34204 1.90613 -2.57201
H 5.66867 1.16819 -2.67537
O 5.06552 1.73704 -3.17068
```

Values from the calculation:
E_tot in eV: -8964.9736
Energy relative to the best compared isomer or geometry (same formula, charge and spin) in kJ/mol: 133.6
Structure (SMILES): CC[C@@H](C)NC.O
Charge: 0
Frontier orbital gap in eV: 9.2
Multiplicity: 1
E_LUMO in eV: 0.68

Löwdin population analysis, charges in e, atoms 1 to 2: number 1, C, carries -0.104; number 2, N, carries -0.100

***

Entry 5:
This record from the OMol25 dataset describes 2 unconnected molecules or ions with the total composition C5H15NO. The level of theory is ωB97M-V/def2-TZVPD.

```
22
C5H15NO ωB97M-V/def2-TZVPD
C 0.85924 -0.45980 -1.09030
C 0.69861 0.16394 0.24313
C -0.26712 -0.64638 1.17944
C -1.47074 -1.09178 0.38972
C -0.59840 0.19858 2.41434
N 2.06851 0.02578 0.78105
H 0.80865 -1.55739 -0.86202
H 0.00129 -0.11376 -1.74949
H 1.75889 -0.31660 -1.63542
H 0.54331 1.21554 0.21508
H 0.25639 -1.42742 1.61491
H -1.02553 -1.85834 -0.32655
H -1.98067 -0.29912 -0.20412
H -2.16244 -1.62843 1.06128
H 0.43222 0.64469 2.69930
H -1.23493 1.05118 2.15704
H -1.06075 -0.30367 3.37975
H 2.25008 -1.01179 0.89803
H 2.74571 0.47451 0.15887
H -1.11269 2.68381 -3.03190
H -0.70979 2.26905 -4.65138
O -0.79985 1.98741 -3.64073
```

Values from the calculation:
E_tot in eV: -8964.4897
Energy relative to the best compared isomer or geometry (same formula, charge and spin) in kJ/mol: 180.3
Structure (SMILES): CC(C)[C@H](C)N.O
Charge: 0
Frontier orbital gap in eV: 9.3
Multiplicity: 1
E_LUMO in eV: 0.66

Löwdin population analysis, charges in e, atoms 1 to 2: number 1, C, carries -0.106; number 2, C, carries -0.440

***

Entry 6:
This record from the OMol25 dataset describes 2 unconnected molecules or ions with the total composition C5H15NO. The level of theory is ωB97M-V/def2-TZVPD.

```
22
C5H15NO ωB97M-V/def2-TZVPD
C -0.43674 2.18174 0.18088
C 0.22016 0.79372 0.00300
C -0.78252 -0.17995 -0.72150
C -0.14798 -1.54012 -1.06501
C -2.05441 -0.47508 0.06689
N 0.75801 0.13173 1.18471
H -1.08947 2.29496 -0.70777
H 0.33072 3.03488 0.11671
H -0.98384 2.18961 1.13425
H 1.10988 0.86964 -0.61906
H -1.06753 0.35217 -1.62528
H 0.62272 -1.46505 -1.83588
H 0.43214 -1.91053 -0.18146
H -0.98756 -2.21080 -1.32924
H -2.71061 0.39117 0.23282
H -1.80628 -0.95756 1.07232
H -2.64158 -1.23492 -0.46584
H 0.04603 -0.29031 1.77211
H 1.44284 0.67910 1.67768
H 3.83718 -1.32792 0.24500
H 2.50440 -0.81874 0.31994
O 3.40441 -0.50775 0.54472
```

Values from the calculation:
E_tot in eV: -8965.6609
Energy relative to the best compared isomer or geometry (same formula, charge and spin) in kJ/mol: 67.3
Structure (SMILES): CC(C)[C@@H](C)N.O
Charge: 0
Frontier orbital gap in eV: 10.1
Multiplicity: 1
E_LUMO in eV: 0.97

Löwdin population analysis, charges in e, atoms 1 to 2: number 1, C, carries -0.065; number 2, C, carries -0.428

***

Entry 7:
This record from the OMol25 dataset describes 2 unconnected molecules or ions with the total composition C5H15NO. The level of theory is ωB97M-V/def2-TZVPD.

```
22
C5H15NO ωB97M-V/def2-TZVPD
C 0.02846 -0.02611 2.43381
C 0.97140 0.91430 1.69950
C 0.75011 1.03324 0.18864
C 1.11349 -0.21937 -0.58067
N 0.08030 -0.64756 -1.55814
C -0.93276 -1.57519 -1.10439
H -0.99432 0.33244 2.55559
H 0.44247 -0.27297 3.40605
H -0.06693 -0.99539 1.92724
H 0.91938 1.91098 2.12824
H 1.99269 0.58285 1.90421
H -0.30634 1.24561 0.03340
H 1.21211 1.95421 -0.15984
H 2.01374 -0.11004 -1.18787
H 1.34571 -1.00719 0.12797
H 0.56846 -0.99512 -2.37201
H -1.10420 -1.49912 -0.03512
H -1.88456 -1.36035 -1.59701
H -0.73632 -2.61566 -1.38409
H -1.09520 0.84199 -1.92303
H -2.50181 0.99856 -2.47177
O -1.81589 1.50988 -2.03070
```

Values from the calculation:
E_tot in eV: -8965.5519
Energy relative to the best compared isomer or geometry (same formula, charge and spin) in kJ/mol: 77.8
Structure (SMILES): CCCCNC.O
Charge: 0
Frontier orbital gap in eV: 10.2
Multiplicity: 1
E_LUMO in eV: 0.96

Löwdin population analysis, charges in e, atoms 1 to 2: number 1, C, carries -0.114; number 2, C, carries -0.267

***

Entry 8:
This record from the OMol25 dataset describes 2 unconnected molecules or ions with the total composition C5H15NO. The level of theory is ωB97M-V/def2-TZVPD.

```
22
C5H15NO ωB97M-V/def2-TZVPD
C 0.27923 1.23507 0.70827
N -0.37489 1.30580 -0.61466
C -1.70581 0.63859 -0.58013
C -1.57765 -0.85057 -0.20818
C -0.55349 2.71500 -1.05909
C 1.38830 0.17145 0.72557
H -0.44599 0.89174 1.45334
H 0.69377 2.21180 0.95914
H -1.93555 0.65448 -1.63946
H -2.29714 1.12399 0.20260
H -0.82285 -1.28543 -0.87120
H -1.44237 -0.96551 0.85987
H -2.45008 -1.35230 -0.63856
H 0.37463 3.18250 -0.75868
H -1.47140 3.17407 -0.68387
H -0.72544 2.65222 -2.12290
H 1.19277 -0.68373 1.37226
H 1.40638 -0.33628 -0.23261
H 2.35879 0.48169 1.08402
H 2.69595 -5.66609 0.24107
H 3.06747 -4.38688 1.08718
O 2.34538 -4.91162 0.71598
```

Values from the calculation:
E_tot in eV: -8964.5254
Energy relative to the best compared isomer or geometry (same formula, charge and spin) in kJ/mol: 176.9
Structure (SMILES): CCN(C)CC.O
Charge: 0
Frontier orbital gap in eV: 9.3
Multiplicity: 1
E_LUMO in eV: 0.91

Löwdin population analysis, charges in e, atoms 1 to 2: number 1, C, carries -0.256; number 2, N, carries -0.247

***

Entry 9:
This record from the OMol25 dataset describes 2 unconnected molecules or ions with the total composition C5H15NO. The level of theory is ωB97M-V/def2-TZVPD.

```
22
C5H15NO ωB97M-V/def2-TZVPD
C -1.22612 -0.97211 0.14889
C -1.65870 -2.16476 1.00393
C 0.03766 -0.29928 0.77018
N 0.47583 0.93834 0.02222
C 0.70397 0.74288 -1.39662
C 2.08585 0.48226 -1.93287
H -0.94034 -1.24934 -0.87726
H -2.10851 -0.31519 0.11925
H -2.71006 -2.08663 1.33566
H -1.11016 -2.32080 1.91687
H -1.44435 -3.11392 0.48350
H 0.77698 -1.11553 0.66214
H -0.19896 -0.06204 1.83037
H 1.43203 1.06084 0.45308
H 0.09789 -0.00104 -1.91895
H 0.31568 1.69446 -1.89799
H 2.25361 0.46826 -2.99934
H 2.80767 1.22002 -1.58637
H 2.38799 -0.51545 -1.61358
H -0.49341 2.49296 2.56836
H -0.53350 2.27273 1.11477
O -0.95105 2.84336 1.79375
```

Values from the calculation:
E_tot in eV: -8964.9891
Energy relative to the best compared isomer or geometry (same formula, charge and spin) in kJ/mol: 132.1
Structure (SMILES): CCCNCC.O
Charge: 0
Frontier orbital gap in eV: 10.4
Multiplicity: 1
E_LUMO in eV: 0.88

Löwdin population analysis, charges in e, atoms 1 to 2: number 1, C, carries -0.251; number 2, C, carries -0.122

***

Entry 10:
This record from the OMol25 dataset describes 2 unconnected molecules or ions with the total composition C5H15NO2. The level of theory is ωB97M-V/def2-TZVPD.

```
23
C5H15NO2 ωB97M-V/def2-TZVPD
C 0.38434 2.08684 -0.08655
N 0.89232 0.71145 -0.16045
C -0.15579 -0.29080 -0.29974
C 0.46907 -1.69838 -0.31200
C 1.54507 -1.86270 -1.36512
O 0.98244 -1.98480 -2.69808
C -1.23933 -0.27676 0.75727
H -0.30730 2.27766 -0.90709
H -0.15264 2.36047 0.80236
H 1.22769 2.73425 -0.27939
H 1.33639 0.54517 0.74138
H -0.58492 -0.21069 -1.29819
H 1.04100 -1.82420 0.61863
H -0.25230 -2.48456 -0.46919
H 2.24417 -1.02451 -1.35886
H 2.11884 -2.77542 -1.27016
H 0.99929 -1.13149 -3.13146
H -0.96199 -0.52275 1.78620
H -2.04507 -0.96016 0.50306
H -1.70715 0.70230 0.93624
H -2.97381 3.16624 3.28301
H -2.12303 1.97216 3.95613
O -2.25105 2.55492 3.20509
```

Values from the calculation:
E_tot in eV: -11012.6490
Energy relative to the best compared isomer or geometry (same formula, charge and spin) in kJ/mol: 125.2
Structure (SMILES): CN[C@H](C)CCO.O
Charge: 0
Frontier orbital gap in eV: 9.7
Multiplicity: 1
E_LUMO in eV: 0.69

Löwdin population analysis, charges in e, atoms 1 to 2: number 1, C, carries -0.122; number 2, N, carries -0.083

***

Entry 11:
This record from the OMol25 dataset describes 3 unconnected molecules or ions with the total composition C5H15NO2. The level of theory is ωB97M-V/def2-TZVPD.

```
23
C5H15NO2 ωB97M-V/def2-TZVPD
C 2.02089 0.78865 -0.54703
N 1.32710 0.56375 0.65300
C 0.66816 -0.78553 0.78431
C -0.76289 -0.41315 0.22534
C -1.16127 0.91514 0.65396
C 0.26735 1.62709 0.87332
H 3.05602 0.32387 -0.28143
H 2.50069 1.76149 -0.61747
H 1.76023 0.46360 -1.53358
H 1.18098 -1.55813 0.30857
H 0.44497 -0.99900 1.86215
H -1.65585 -1.12372 0.47650
H -0.61186 -0.35176 -0.90046
H -1.70342 0.77833 1.65173
H -1.87191 1.45158 -0.11016
H 0.46639 2.39464 0.13259
H 0.41427 2.04223 1.92104
H -0.17305 1.33953 -2.69414
H -0.00360 1.07279 -4.11394
O -0.66138 1.41642 -3.49228
H -1.29238 -2.75220 1.87578
H -1.73631 -3.57400 0.75797
O -1.37091 -3.66752 1.58658
```

Values from the calculation:
E_tot in eV: -11011.2236
Energy relative to the best compared isomer or geometry (same formula, charge and spin) in kJ/mol: 262.7
Structure (SMILES): CN1CCCC1.O.O
Charge: 0
Frontier orbital gap in eV: 9.3
Multiplicity: 1
E_LUMO in eV: 0.62

Löwdin population analysis, charges in e, atoms 1 to 2: number 1, C, carries -0.172; number 2, N, carries -0.226

***

Entry 12:
This record from the OMol25 dataset describes 3 unconnected molecules or ions with the total composition C5H15NO2. The level of theory is ωB97M-V/def2-TZVPD.

```
23
C5H15NO2 ωB97M-V/def2-TZVPD
C 1.74670 2.79606 -0.10358
C 2.15564 1.44417 0.52084
C 1.09928 0.37571 0.42479
C -0.01259 0.49719 1.15409
N -1.05295 -0.41309 1.35236
C 1.40821 -0.90724 -0.34378
H 2.25741 3.58528 0.44236
H 1.97281 2.81132 -1.16726
H 0.66974 2.89053 0.01930
H 3.04394 1.03066 0.03123
H 2.58821 1.58705 1.51348
H -0.15635 1.36483 1.79319
H -2.01535 -0.12438 1.33824
H -0.94203 -1.30659 0.91172
H 0.59836 -1.60008 -0.21612
H 2.33637 -1.27491 0.10608
H 1.75800 -0.62483 -1.32624
H -1.61972 -2.18580 -1.30997
H -1.72944 -3.58525 -1.91976
O -2.24881 -2.86849 -1.56191
H -3.51774 -1.49389 0.01294
H -4.25772 -1.16795 -1.27802
O -4.08195 -0.83030 -0.39397
```

Values from the calculation:
E_tot in eV: -11012.5447
Energy relative to the best compared isomer or geometry (same formula, charge and spin) in kJ/mol: 135.2
Structure (SMILES): CC/C(C)=C/N.O.O
Charge: 0
Frontier orbital gap in eV: 8.3
Multiplicity: 1
E_LUMO in eV: 0.45

Löwdin population analysis, charges in e, atoms 1 to 2: number 1, C, carries -0.090; number 2, C, carries -0.241